Here is a structure of composition C24H31BrN6O4RuSSi from the OMol25 dataset. Energies are from wB97M-V/def2-TZVPD.

```
69
Properties=species:S:1:pos:R:3:forces:R:3
Ru 0.1067 -0.0689 0.1272 -1.02 -0.64 -1.95
Br 1.0772 1.6160 3.4071 0.01 0.14 0.22
C -0.3894 2.4476 2.5349 0.14 0.07 0.32
C -0.9840 3.5404 3.1399 0.07 -0.08 -0.05
C -2.0673 4.1213 2.4957 0.00 -0.16 -0.17
C -2.4973 3.5878 1.2912 0.29 -0.11 0.17
C -1.8180 2.4926 0.7740 -0.70 -0.02 -0.78
N -0.7808 1.9292 1.3868 0.51 -1.04 -0.19
C -2.2793 1.8591 -0.5686 -0.40 1.49 1.59
O -3.2750 2.3160 -1.0830 0.10 -0.16 -0.21
O -1.5453 0.9185 -0.9761 2.11 -2.50 -0.40
H -0.6086 3.9103 4.0820 0.00 0.01 0.00
H -2.5677 4.9696 2.9371 -0.03 0.08 0.03
H -3.3378 3.9810 0.7416 -0.03 -0.02 -0.08
C -0.6818 -3.3568 -5.9667 0.62 0.08 0.44
Si 0.7412 -3.1960 -4.7046 -0.08 -0.49 -0.25
C 1.8343 -1.7085 -5.1424 -0.41 -0.41 0.32
C 1.7943 -4.7910 -4.6057 -0.38 0.70 -0.17
C -0.1270 -3.1220 -2.9879 0.20 0.29 -0.19
C -1.0484 -4.1142 -2.6660 0.17 0.14 -0.05
C -1.7034 -4.1292 -1.4456 0.05 0.25 0.38
C -1.4244 -3.1178 -0.5359 -0.64 -0.58 0.10
N -0.5529 -2.1674 -0.8175 0.38 1.96 0.21
C 0.0801 -2.1577 -1.9973 -0.03 -0.30 -0.24
S 1.2051 -0.8407 -2.1125 -0.52 0.93 1.81
H -0.2902 -3.4719 -6.9733 0.13 -0.03 -0.16
H -1.3120 -2.4708 -5.9637 -0.04 0.15 0.07
H -1.3189 -4.2139 -5.7707 -0.07 -0.16 0.10
H 2.2346 -1.8243 -6.1441 0.02 -0.18 -0.25
H 2.6766 -1.5990 -4.4687 0.18 -0.06 0.15
H 1.2811 -0.7768 -5.1230 -0.19 0.18 0.00
H 2.2879 -4.9838 -5.5537 0.08 -0.01 -0.20
H 1.1924 -5.6637 -4.3704 -0.17 -0.10 0.05
H 2.5684 -4.7082 -3.8464 0.07 0.09 0.13
H -1.2550 -4.8950 -3.3818 -0.07 -0.14 -0.12
H -2.4193 -4.8999 -1.2022 0.00 0.00 0.06
H -1.9046 -3.0783 0.4348 0.01 0.08 -0.05
N -0.1304 -1.3859 1.9509 0.49 0.84 -0.50
C 0.1974 -1.7246 3.0112 -0.26 0.25 -0.92
N 0.5049 -2.1582 4.1810 0.05 -0.18 0.36
C 1.3153 -3.3554 4.3561 0.23 -0.65 0.34
C 0.7398 -4.1581 5.5288 0.12 -0.11 -0.33
O 0.6714 -3.3625 6.6847 0.10 -0.01 0.13
C -0.1817 -2.2598 6.5045 -0.08 0.31 -0.10
C 0.3286 -1.3514 5.3801 -0.22 0.11 0.72
H 2.3433 -3.0578 4.5937 -0.06 -0.04 -0.07
H 1.3086 -3.9472 3.4400 -0.01 0.09 0.04
H 1.3946 -4.9968 5.7709 -0.08 0.04 -0.12
H -0.2591 -4.5399 5.2645 0.13 0.04 0.02
H -0.1850 -1.7179 7.4516 -0.08 0.02 -0.13
H -1.2036 -2.6000 6.2736 0.12 0.06 0.03
H 1.2957 -0.9215 5.6642 -0.08 0.00 -0.02
H -0.3796 -0.5464 5.1867 0.06 -0.04 -0.04
N 2.1764 0.7867 0.4975 -0.19 0.08 -0.01
C 3.2373 1.2231 0.6671 -1.57 -0.70 -0.24
N 4.4027 1.7047 0.9169 0.63 0.25 0.26
C 5.6123 0.9018 0.8010 0.67 -0.23 0.14
C 6.5535 1.2768 1.9536 -0.11 -0.30 -0.17
O 6.8057 2.6589 1.9573 0.13 0.05 -0.04
C 5.6266 3.3974 2.1560 -0.32 0.15 -0.12
C 4.6274 3.1402 1.0204 0.31 0.64 0.25
H 6.1045 1.1309 -0.1510 -0.06 -0.07 0.04
H 5.3579 -0.1583 0.8330 -0.01 0.08 -0.02
H 7.5221 0.7904 1.8268 -0.15 -0.07 0.01
H 6.1123 0.9683 2.9149 0.04 0.00 -0.12
H 5.9234 4.4473 2.1679 -0.15 -0.06 0.02
H 5.1698 3.1338 3.1235 0.03 0.05 -0.12
H 5.0532 3.5030 0.0780 -0.09 0.00 0.05
H 3.6824 3.6495 1.2131 0.05 -0.06 -0.03
```
Forces are in eV/Å.

Values from the calculation:
net charge: +1
E_tot: -4918.95545 Eh
<S²>: 0.97
multiplicity: 2
energy relative to the best compared isomer or geometry (same formula, charge and spin): 3.3 kcal/mol
max |F|: 0.06417 hartree/bohr